i | An isolated molecule of C20H24N2O2, computed with wB97M-V/def2-TZVPD.

Output
**Structure (SMILES)**: OCCCc1nc2ccccc2n1CCCCOc1ccccc1
**Frontier orbital gap**: 0.321 Ha

The geometry in ORCA input format:
```
! RIJCOSX wB97M-V def2-TZVPD def2/J DEFGRID3
* xyz 0 1
O -3.14356 -2.18149 0.36596
C -2.74584 -2.17155 -0.98985
H -1.65665 -2.11536 -0.98703
C -3.30423 -0.97864 -1.76800
H -2.89964 -1.01428 -2.77803
H -4.39483 -1.04811 -1.81955
C -2.92276 0.34978 -1.11411
C -1.45088 0.58862 -1.16227
N -0.61415 -0.13591 -1.84731
C 0.62256 0.42093 -1.64704
C 1.86556 0.04954 -2.14211
C 2.95003 0.82302 -1.78808
C 2.81252 1.94306 -0.96773
C 1.58667 2.32521 -0.46074
C 0.49329 1.54558 -0.80085
N -0.84658 1.62646 -0.49692
C -1.44717 2.61628 0.35765
H -1.14821 3.60573 -0.01061
C -1.02360 2.50015 1.82767
C -1.62065 1.31652 2.59146
C -1.03867 -0.03355 2.16894
O 0.37118 0.05774 2.21651
C 1.10512 -0.85448 1.51882
C 0.59206 -2.01387 0.94987
C 1.43038 -2.85494 0.23747
C 2.77451 -2.56576 0.09924
C 3.28982 -1.42301 0.68978
C 2.46484 -0.57176 1.39332
H 2.84805 0.32729 1.85016
H 4.33993 -1.18943 0.59483
H 3.41889 -3.22656 -0.46081
H 1.01968 -3.74816 -0.21031
H -0.44894 -2.27334 1.05992
H -1.39310 -0.81708 2.85360
H -1.36599 -0.29923 1.16086
H -2.70484 1.28342 2.46570
H -1.40745 1.46383 3.65188
H -1.32677 3.42232 2.32811
H 0.06203 2.42287 1.88382
H -2.53355 2.53837 0.27396
H 1.49221 3.19941 0.16636
H 3.68852 2.52634 -0.72396
H 3.93174 0.56298 -2.15551
H 1.96450 -0.81333 -2.78038
H -3.43295 1.16996 -1.63062
H -3.26122 0.34425 -0.07355
H -3.04829 -3.10543 -1.48286
H -4.10282 -2.26757 0.40260
*
```

Here are the natural (NBO) charges for atoms 1 to 5, given in e: O -0.731; C -0.075; H 0.210; C -0.418; H 0.233

ii | An isolated molecule of C20H24N2O2, computed with wB97M-V/def2-TZVPD.

Output
**Structure (SMILES)**: C=C[C@H]1CN2CC[C@H]1C[C@H]2[C@H](O)c1ccnc2ccc(OC)cc12
**Frontier orbital gap**: 0.313 Ha

The geometry in ORCA input format:
```
! RIJCOSX wB97M-V def2-TZVPD def2/J DEFGRID3
* xyz 0 1
C -3.41268 -0.37424 -1.01810
C -3.04774 0.78556 -1.53300
C -2.12978 1.00039 -2.70301
H -2.75956 1.05147 -3.60097
C -1.08878 -0.11817 -2.90399
C -0.23402 -0.28639 -1.64037
H -0.76203 -0.84290 -0.86670
H 0.67478 -0.83620 -1.89096
C 0.09037 1.12851 -1.13844
N 0.06402 2.06164 -2.26939
C -1.33255 2.32678 -2.58133
H -1.36412 2.89217 -3.51499
H -1.74690 2.96144 -1.79276
C 0.69802 1.48145 -3.45451
H 1.68732 1.12189 -3.17482
H 0.82130 2.28334 -4.18784
C -0.14758 0.32795 -4.02614
H -0.72527 0.65058 -4.89467
H 0.49283 -0.49819 -4.33754
H -0.72170 1.43521 -0.47195
C 1.40991 1.27297 -0.31666
C 1.77159 -0.03105 0.34769
C 2.84363 -0.76167 -0.09775
C 3.13836 -1.99754 0.50073
N 2.43956 -2.52011 1.46682
C 1.38408 -1.82601 1.93707
C 0.63274 -2.39602 2.98280
C -0.45139 -1.75348 3.51103
C -0.82819 -0.48972 3.01738
C -0.10599 0.09152 1.99649
C 0.99951 -0.55402 1.42199
H -0.41818 1.06552 1.65792
O -1.88593 0.23232 3.48393
C -2.66900 -0.30242 4.52353
H -3.14306 -1.24421 4.22865
H -3.44066 0.44052 4.71993
H -2.08075 -0.45893 5.43340
H -1.00765 -2.21770 4.31022
H 0.94302 -3.35998 3.35443
H 3.98207 -2.58211 0.15568
H 3.45453 -0.38495 -0.90177
O 2.49312 1.71763 -1.09868
H 2.20063 2.52276 -1.54321
H 1.22623 2.02381 0.47048
H -1.58143 -1.05633 -3.16862
H -3.45916 1.69727 -1.11456
H -4.09266 -0.42627 -0.18460
H -3.06252 -1.31874 -1.39759
*
```

Here are the natural (NBO) charges for atoms 1 to 5, given in e: C -0.399; C -0.170; C -0.305; H 0.227; C -0.195

iii | An isolated molecule of C20H24N2O2, computed with wB97M-V/def2-TZVPD.

Output
**Structure (SMILES)**: Oc1ccccc1/C=N/CCCCCC/N=C/c1ccccc1O
**Frontier orbital gap**: 0.318 Ha

The geometry in ORCA input format:
```
! RIJCOSX wB97M-V def2-TZVPD def2/J DEFGRID3
* xyz 0 1
O -1.46832 0.05802 -1.03764
C -2.76322 -0.12142 -0.75131
C -3.56052 -0.83471 -1.64641
C -4.89967 -1.03459 -1.38582
C -5.47652 -0.52576 -0.22858
C -4.70160 0.18318 0.66294
C -3.34180 0.39729 0.42574
C -2.55266 1.15295 1.37390
N -1.30632 1.33406 1.22205
C -0.54268 2.10437 2.15400
C 0.30771 3.12952 1.39702
C 1.39088 2.44361 0.56872
C 2.10032 3.41157 -0.37450
C 3.31322 2.79706 -1.07475
H 3.77596 3.56372 -1.69957
H 4.04600 2.48137 -0.32973
C 2.97771 1.58780 -1.95742
N 2.91557 0.39423 -1.17151
C 1.90784 -0.37794 -1.21304
C 1.81811 -1.56437 -0.39142
C 0.67986 -2.37124 -0.46186
C 0.56156 -3.50025 0.31850
C 1.58955 -3.84484 1.18808
C 2.72152 -3.06274 1.27984
C 2.85502 -1.91416 0.49882
O 3.96262 -1.17320 0.62003
H 3.87131 -0.40973 -0.00928
H 3.52505 -3.31755 1.95326
H 1.50272 -4.73074 1.79994
H -0.32428 -4.11385 0.25589
H -0.11440 -2.08647 -1.13581
H 1.04586 -0.17783 -1.86282
H 2.04824 1.76630 -2.52073
H 3.79439 1.44722 -2.67535
H 1.39078 3.76492 -1.12706
H 2.43780 4.28278 0.19352
H 2.12251 1.98500 1.23779
H 0.92570 1.64710 -0.00956
H 0.76057 3.81492 2.11579
H -0.34508 3.71098 0.74136
H 0.12320 1.41375 2.68410
H -1.18639 2.60537 2.89502
H -3.09712 1.56362 2.23651
H -5.14094 0.58392 1.56573
H -6.52544 -0.68432 -0.03061
H -5.50280 -1.59050 -2.08807
H -3.10219 -1.22299 -2.54277
H -1.07185 0.56215 -0.27839
*
```

Here are the natural (NBO) charges for atoms 1 to 5, given in e: O -0.697; C 0.356; C -0.236; C -0.180; C -0.265

Energetically preferred structure: i | next structure: +0.0140 hartree

i | A cluster of 2 separate species, C2H8NO3 in total, computed with wB97M-V/def2-TZVPD.

Output
**Frontier orbital gap**: 0.433 Ha

The geometry in ORCA input format:
```
! RIJCOSX wB97M-V def2-TZVPD def2/J DEFGRID3
* xyz 1 1
C -0.73352 1.59978 -0.41365
C 0.60611 -1.19015 0.97920
N 0.29390 0.43603 -0.15769
O -1.65220 1.39970 -1.40033
O -0.32082 -1.96614 0.66476
O 1.77503 -1.49950 0.68215
H -1.26199 1.62407 0.51892
H -0.08105 2.48193 -0.44412
H 0.41612 -0.62919 1.94190
H 0.37575 -0.15140 -1.04941
H 1.28849 0.70289 -0.20038
H -1.34484 1.41993 -2.24457
H -1.08287 -2.07473 1.19878
H 1.72188 -2.15322 -0.07559
*
```

Here are the natural (NBO) charges for atoms 1 to 5, given in e: C 0.115; C 0.684; N -0.788; O -0.659; O -0.651

ii | A cluster of 2 separate species, C2H8NO3 in total, computed with wB97M-V/def2-TZVPD.

Output
**Frontier orbital gap**: 0.384 Ha

The geometry in ORCA input format:
```
! RIJCOSX wB97M-V def2-TZVPD def2/J DEFGRID3
* xyz 1 1
C 0.80417 -0.13216 0.71490
C -1.17823 -0.14674 0.18182
N 1.18735 1.08221 -0.03192
O 1.33977 -1.20745 0.02147
O -1.35405 -1.35628 -0.37327
O -1.35209 0.79262 -0.82610
H 1.06612 -0.16485 1.73250
H -1.68010 0.22278 1.12657
H 2.19075 1.22467 -0.08840
H 0.51778 0.86762 -0.90880
H 0.95336 1.91739 0.60958
H 0.84485 -1.41819 -0.80923
H -1.65973 -2.04671 0.29468
H -1.67996 0.36509 -1.64379
*
```

Here are the natural (NBO) charges for atoms 1 to 5, given in e: C 0.153; C 0.392; N -0.757; O -0.692; O -0.708

Energetically preferred structure: i | next structure: +0.0112 hartree

i | An isolated molecule of C6H8OS3, computed with wB97M-V/def2-TZVPD.

Output
**Expectation value of S²**: 2.017
**Frontier orbital gap (alpha / beta)**: 0.221 / 0.170 Ha

The geometry in ORCA input format:
```
! RIJCOSX wB97M-V def2-TZVPD def2/J DEFGRID3
* xyz 0 3
C 0.04160 1.22262 0.89489
C -1.27431 0.67112 1.00982
C 0.55556 0.09620 -1.25576
C -0.80218 -0.57292 -1.27780
C 1.06839 0.40617 0.16165
C 1.39119 -0.86222 0.95639
O -3.32093 -0.15257 -0.50435
S 0.31561 2.74927 1.40366
S -2.10888 0.15170 2.27922
S -2.10670 0.61776 -0.68725
H 1.28758 -0.54651 -1.75101
H 0.49737 1.03043 -1.82012
H -1.09753 -0.83032 -2.29485
H -0.85854 -1.46744 -0.66129
H 1.97936 1.00635 0.07642
H 0.49930 -1.45438 1.14369
H 1.82446 -0.59635 1.91725
H 2.10865 -1.46891 0.40943
*
```

Here are the natural (NBO) charges for atoms 1 to 5, given in e: C -0.244; C -0.532; C -0.409; C -0.592; C -0.269

ii | A structure of composition C6H8OS3, computed with wB97M-V/def2-TZVPD.

Output
**Expectation value of S²**: 2.070
**Frontier orbital gap (alpha / beta)**: 0.213 / 0.244 Ha

The geometry in ORCA input format:
```
! RIJCOSX wB97M-V def2-TZVPD def2/J DEFGRID3
* xyz 0 3
C -0.36384 -1.66149 -1.43890
C -1.50028 1.12404 -3.39646
C -0.98291 0.46750 -0.17569
C -0.23016 1.44954 -1.10490
C -0.39418 -1.02549 -0.07370
C 1.02765 -0.94082 0.57669
O -0.81565 3.45868 -2.90768
S 0.21911 -2.97546 -1.92358
S -1.14884 -0.41678 -3.17371
S -1.49276 2.37391 -2.17591
H -1.03517 0.75123 0.89979
H -1.90917 0.20549 -0.68824
H 0.30714 2.12860 -0.54963
H 0.51755 0.94052 -1.69207
H -0.98104 -1.60834 0.59676
H 1.43620 -1.88547 0.39437
H 0.85548 -0.91320 1.59907
H 1.53021 0.07283 0.33839
*
```

Here are the natural (NBO) charges for atoms 1 to 5, given in e: C -0.172; C -0.492; C -0.416; C -0.604; C -0.332

Energetically preferred structure: i | next structure: +0.1170 hartree